Here is C3H5NO2 in the gas phase from the Open Molecules 2025 dataset. Energies are from the ωB97M-V functional and the def2-TZVPD basis.

SMILES string	[H]/N=C1/COCO1
F_max	0.056	hartree/bohr
lowest unoccupied orbital energy	0.811	eV
M	87.1	g/mol
spin multiplicity	1

```
11
Properties=species:S:1:pos:R:3:forces:R:3:nbo_charge:R:1
H 2.586 -0.564 -0.753 0.09 0.65 -0.64 0.36
N 1.670 -0.981 -0.827 0.14 0.05 0.79 -0.69
C 0.723 -0.351 -0.302 -0.10 0.49 -1.50 0.51
C -0.425 -0.941 0.380 1.17 -0.21 1.21 -0.13
O -1.466 -0.020 0.378 0.18 0.27 0.44 -0.51
C -0.868 1.212 -0.033 -0.29 -0.09 0.01 0.22
O 0.538 1.024 0.041 0.52 -0.48 -0.76 -0.53
H -0.795 -1.963 0.328 0.45 0.20 -0.45 0.24
H 0.419 -0.847 1.218 -2.65 -0.77 0.82 0.21
H -1.161 1.432 -1.071 0.02 -0.05 0.20 0.15
H -1.222 2.000 0.641 0.48 -0.06 -0.11 0.18
```
Positions in Å, forces in eV/Å.

Here is a molecular structure, C3H5NO2 from the Open Molecules 2025 dataset. Energies are from the ωB97M-V functional and the def2-TZVPD basis.

F_max	0.038	hartree/bohr
lowest unoccupied orbital energy	0.576	eV
M	87.1	g/mol
spin multiplicity	1

```
11
Properties=species:S:1:pos:R:3:forces:R:3:nbo_charge:R:1
N -1.362 0.798 0.849 -0.04 -0.03 -0.08 -0.83
C -1.006 -0.401 0.308 -0.02 -0.13 -0.17 0.56
O -1.765 -1.185 -0.235 0.24 0.43 0.24 -0.60
C 0.452 -0.773 0.562 0.54 -0.60 -1.78 0.01
C 1.338 -0.093 -0.808 0.01 0.68 0.43 -0.15
O 1.330 0.334 0.526 0.17 0.22 -0.13 -0.52
H -0.650 1.441 1.166 -0.16 -0.17 -0.03 0.41
H -2.331 1.087 0.840 0.26 -0.13 -0.05 0.41
H 0.914 -1.375 -0.546 -0.42 0.34 1.13 0.28
H 2.347 -0.333 -1.167 -0.46 -0.34 0.22 0.23
H 0.733 0.500 -1.494 -0.13 -0.27 0.21 0.21
```
Positions in Å, forces in eV/Å.

Here is 2 unconnected molecules or ions with the total composition C3H5NO2 from the Open Molecules 2025 dataset. Energies are from the ωB97M-V functional and the def2-TZVPD basis.

F_max	0.024	hartree/bohr
lowest unoccupied orbital energy	-0.286	eV
M	87.1	g/mol
spin multiplicity	1

```
11
Properties=species:S:1:pos:R:3:forces:R:3:nbo_charge:R:1
O 1.567 0.490 0.274 -0.08 0.08 0.29 -0.67
C 0.674 -0.453 -0.370 0.01 -0.11 -0.05 -0.16
C -0.633 0.250 -0.002 0.25 -0.02 -0.01 0.31
O -0.591 1.494 -0.159 0.04 -0.12 0.04 -0.66
C -1.854 -0.477 -0.383 -0.77 -0.53 -0.31 0.21
N -2.721 -1.037 -0.906 0.82 0.52 0.73 -0.25
H 1.013 0.311 1.288 -0.29 -0.01 -0.20 0.41
H 0.866 -0.457 -1.442 0.00 0.11 0.07 0.23
H 0.782 -1.433 0.091 0.05 0.12 -0.17 0.22
H -0.113 -0.033 1.560 -0.25 0.10 -0.41 -0.17
H 1.009 1.345 0.048 0.23 -0.13 0.02 0.53
```
Positions in Å, forces in eV/Å.

Here is 3 unconnected molecules or ions with the total composition C3H5NO2 from the Open Molecules 2025 dataset. Energies are from the ωB97M-V functional and the def2-TZVPD basis.

SMILES string	C#N.C=O.C=O
F_max	0.021	hartree/bohr
lowest unoccupied orbital energy	0.504	eV
M	87.1	g/mol
spin multiplicity	1

```
11
Properties=species:S:1:pos:R:3:forces:R:3:nbo_charge:R:1
C -1.589 -1.180 0.823 0.33 -0.13 0.92 0.07
N -1.228 -1.351 1.907 -0.35 0.14 -1.03 -0.34
H -1.849 -0.971 -0.203 0.04 -0.02 0.15 0.26
C -0.393 1.235 -1.232 -0.15 -0.22 -0.19 0.30
O -0.853 0.202 -1.665 0.21 0.46 0.15 -0.56
H -0.675 1.635 -0.241 -0.02 -0.07 -0.12 0.12
H 0.328 1.837 -1.809 -0.08 -0.07 0.02 0.13
C 1.567 -0.362 0.608 0.06 0.31 -0.03 0.29
O 1.688 0.813 0.356 -0.08 -0.54 0.13 -0.53
H 1.715 -0.760 1.626 0.05 0.06 -0.07 0.13
H 1.289 -1.098 -0.170 -0.01 0.10 0.06 0.12
```
Positions in Å, forces in eV/Å.

Here is C3H5NO2 in the gas phase from the Open Molecules 2025 dataset. Energies are from the ωB97M-V functional and the def2-TZVPD basis.

SMILES string	CC(=O)NC=O
F_max	0.110	hartree/bohr
lowest unoccupied orbital energy	0.720	eV
M	87.1	g/mol
spin multiplicity	1

```
11
Properties=species:S:1:pos:R:3:forces:R:3:nbo_charge:R:1
C 1.016 0.721 -0.794 -1.03 0.37 0.27 -0.73
C -0.148 0.944 0.206 -0.96 -1.17 2.46 0.69
O -0.381 1.962 0.817 0.68 0.94 -1.33 -0.57
N -0.838 -0.169 0.751 2.81 -1.29 -4.73 -0.65
C -0.744 -1.476 0.196 -0.84 3.21 2.76 0.53
O -1.305 -2.305 0.812 -1.30 -3.09 0.68 -0.55
H 1.774 1.180 -0.192 0.75 1.14 -0.42 0.26
H 1.438 -0.281 -0.840 -0.77 -0.32 -0.37 0.22
H 0.816 1.172 -1.805 0.46 -0.35 1.24 0.25
H -1.463 -0.104 1.500 -0.90 0.58 1.23 0.42
H -0.166 -1.646 -0.651 1.10 -0.03 -1.79 0.13
```
Positions in Å, forces in eV/Å.

Here is 2 unconnected molecules or ions with the total composition C3H5NO2 from the Open Molecules 2025 dataset. Energies are from the ωB97M-V functional and the def2-TZVPD basis.

F_max	0.178	hartree/bohr
lowest unoccupied orbital energy	-0.944	eV
M	87.1	g/mol
spin multiplicity	1

```
11
Properties=species:S:1:pos:R:3:forces:R:3:nbo_charge:R:1
C 1.184 0.313 0.111 -3.96 -4.39 -1.42 0.63
C 0.224 -1.002 -0.160 0.85 -0.75 2.12 -0.52
C -1.085 -0.406 0.083 -3.40 0.97 3.98 -0.12
H 0.270 -1.940 0.568 0.53 2.12 -1.58 0.24
H 0.467 -1.269 -1.157 0.18 -0.45 -1.01 0.22
H -2.056 -0.831 -0.322 1.35 0.44 0.58 0.22
H -1.057 -0.185 1.238 -0.89 -2.44 -1.36 0.19
H 0.579 2.805 -0.326 -0.80 -5.07 1.18 0.36
N 0.263 1.233 0.007 0.23 9.13 -0.77 -0.30
O 2.348 0.223 0.028 3.34 1.15 0.46 -0.58
O -1.139 1.058 -0.069 2.58 -0.71 -2.19 -0.35
```
Positions in Å, forces in eV/Å.

Here is C3H5NO2 in the gas phase from the Open Molecules 2025 dataset. Energies are from the ωB97M-V functional and the def2-TZVPD basis.

SMILES string	[H]/N=C/OC(C)=O
F_max	0.028	hartree/bohr
lowest unoccupied orbital energy	0.872	eV
M	87.1	g/mol
spin multiplicity	1

```
11
Properties=species:S:1:pos:R:3:forces:R:3:nbo_charge:R:1
H -2.405 0.533 -2.501 -0.07 0.02 -0.15 0.35
N -1.513 0.081 -2.328 -0.07 0.07 0.25 -0.62
C -1.218 0.251 -1.122 -0.08 -0.13 -0.42 0.37
O -0.027 -0.287 -0.687 0.25 -0.05 0.43 -0.50
C 0.233 -0.071 0.633 -0.19 1.01 1.01 0.79
C 1.586 -0.377 1.144 0.23 -0.28 -0.24 -0.71
O -0.543 0.447 1.388 -0.98 0.03 -0.15 -0.59
H -1.768 0.777 -0.342 0.06 -0.09 -0.18 0.19
H 1.695 -1.451 1.192 0.38 -0.33 -0.11 0.24
H 2.308 0.062 0.465 0.40 -0.14 0.04 0.24
H 1.649 0.035 2.159 0.07 -0.10 -0.49 0.25
```
Positions in Å, forces in eV/Å.

Here is a molecular structure, C3H5NO2 from the Open Molecules 2025 dataset. Energies are from the ωB97M-V functional and the def2-TZVPD basis.

F_max	0.031	hartree/bohr
lowest unoccupied orbital energy	0.704	eV
M	87.1	g/mol
spin multiplicity	1

```
11
Properties=species:S:1:pos:R:3:forces:R:3:nbo_charge:R:1
N -0.764 0.052 1.414 0.41 -0.31 -0.35 -0.83
C -0.108 -0.331 0.183 -0.22 0.86 0.04 -0.19
C -0.509 0.392 -1.121 -0.12 -0.12 0.07 -0.08
O 0.906 0.423 -1.502 0.26 0.25 -0.03 -0.49
C 1.300 0.011 -0.256 0.23 -0.33 0.09 0.77
O 2.371 -0.299 0.155 0.25 0.78 -0.23 -0.55
H -0.171 0.605 2.014 0.10 0.05 0.03 0.38
H -1.112 -0.730 1.943 0.04 -0.13 0.00 0.37
H 0.138 -1.388 0.021 -1.52 -0.43 0.18 0.23
H -1.142 -0.136 -1.838 0.35 -0.08 -0.06 0.19
H -0.892 1.420 -1.002 0.22 -0.53 0.26 0.19
```
Positions in Å, forces in eV/Å.

Table of frontier orbital gap (eV), in record order: 10.56, 9.48, 9.72, 11.05, 10.84, 8.38, 11.33, 10.75
Table of relative energy (zero: lowest compared OMol25 entry of this formula, charge and spin) (kJ/mol), in record order: 291.0, 443.5, 505.1, 287.9, 87.3, 695.2, 83.1, 158.3